(1)
Here is a cluster of 2 separate species, C2H4OS2 in total from the OMol25 dataset. Energies are from ωB97M-V with the def2-TZVPD basis set.

As for the SMILES: S=C1CO1.S. The value obtained for the highest occupied orbital energy is -9.1 eV. Its gap between HOMO and LUMO is 9.40 eV. The total energy comes out at -950.13056 a.u.

Each line ends with the Löwdin charge.
Geometry (Å):
S  0.57  -1.58  2.09  0.71
C  0.14  -0.80  0.75  -0.91
C  0.12  -0.86  -0.73  -0.02
O  -0.63  0.09  0.18  -0.02
H  0.83  -0.35  -1.29  0.08
H  -0.55  -1.48  -1.19  0.08
S  1.83  2.45  0.35  0.51
H  2.77  2.22  -0.63  -0.18
H  0.97  2.24  -0.61  -0.25



(2)
Here is an isolated molecule of C2H4OS3 from the OMol25 dataset. Energies are from ωB97M-V with the def2-TZVPD basis set.

As for the SMILES: CC(=S)[S@H](=O)=S. The value obtained for the highest occupied orbital energy is -9.4 eV. Its gap between HOMO and LUMO is 8.11 eV. The total energy comes out at -1348.28509 a.u.

Each line ends with the Löwdin charge.
Geometry (Å):
C  -0.38  -0.29  -0.74  -0.21
C  0.47  -0.72  0.33  -0.96
S  0.41  -2.09  1.12  0.82
S  2.09  0.34  0.62  0.27
O  1.99  1.50  1.44  -0.45
S  2.94  0.42  -1.15  0.23
H  -1.06  0.59  -0.68  0.12
H  -1.06  -0.99  -1.00  0.04
H  0.08  0.00  -1.70  0.08
H  2.54  -1.00  1.39  0.07



(3)
Here is an isolated molecule of C2H4OSSi from the OMol25 dataset. Energies are from ωB97M-V with the def2-TZVPD basis set.

The value obtained for the highest occupied orbital energy (spin up / spin down) is -9.5 / -9.6 eV. Its gap between HOMO and LUMO (spin up / spin down) is 6.17 / 6.73 eV. The total energy comes out at -841.38721 a.u.

Each line ends with the Löwdin charge.
Geometry (Å):
C  -0.39  -0.44  0.01  -0.21
C  -1.62  -0.92  0.00  -0.73
O  -1.35  2.29  0.00  -0.28
Si  -0.05  1.49  0.01  0.39
S  -3.16  -0.26  0.00  0.79
H  0.48  -1.08  0.01  0.06
H  -1.72  -2.01  0.00  0.05
H  0.81  1.53  1.20  -0.03
H  0.78  1.48  -1.22  -0.03



Calculated relative energy (zero: lowest compared OMol25 entry of this formula, charge and spin) in order - 49.0 77.4 79.9 kcal per mole